No. 1
9 unconnected molecules or ions with the total composition C60H45ClF6NO40PS at a distorted geometry, computed with the ωB97M-V functional and the def2-TZVPD basis.

* LUMO level: -2.07 eV
* SMILES: CC(C)=N[C@@H]1C[C@@](Cl)(P(O)O)S(=O)(=O)O[C@@H]1C(=O)C(F)(F)C(F)(F)C(F)(F)C(=O)O.O=C1C=C(O)C(=O)C=C1O.O=C1C=C(O)C(=O)C=C1O.O=C1C=C(O)C(=O)C=C1O.O=C1C=C(O)C(=O)C=C1O.O=C1C=C(O)C(=O)C=C1O.O=C1C=C(O)C(=O)C=C1O.O=C1C=C(O)C(=O)C=C1O.O=C1C=C(O)C(=O)C=C1O
* HOMO level: -8.590 eV
* strongest force on any atom: 0.148 Eh/bohr
* gap between HOMO and LUMO: 6.52 eV

Structure (ORCA input):
```
! RIJCOSX wB97M-V def2-TZVPD def2/J DEFGRID3
* xyz 0 1
C 1.317 -0.584 5.110
C 0.480 -0.906 3.785
C 0.669 0.102 2.525
N -0.393 -1.893 3.618
C 0.299 -3.240 3.511
C 1.111 -3.217 2.128
C 1.728 -4.688 1.852
Cl 2.569 -4.722 0.208
P 3.084 -5.187 3.141
O 2.429 -6.284 4.293
O 3.490 -3.783 4.102
S 0.304 -5.876 1.866
O -0.577 -5.823 0.655
O 0.925 -7.268 1.887
O -0.483 -5.700 3.331
C -0.877 -4.330 3.603
C -2.104 -3.783 2.726
O -2.017 -3.363 1.539
C -3.600 -3.679 3.361
F -4.117 -4.997 3.391
F -3.428 -3.112 4.680
C -4.526 -2.628 2.560
F -4.893 -3.073 1.264
F -3.846 -1.356 2.540
C -5.938 -2.319 3.329
F -6.263 -3.297 4.298
F -6.982 -2.373 2.338
C -5.883 -0.821 3.965
O -5.255 -0.550 5.013
O -6.566 0.254 3.327
H 1.998 -1.429 5.461
H 0.537 -0.434 5.953
H 1.840 0.424 4.977
H 1.435 0.923 2.736
H -0.367 0.536 2.296
H 1.007 -0.468 1.576
H 0.969 -3.395 4.436
H 0.498 -2.935 1.209
H 2.017 -2.498 2.139
H 3.122 -6.923 4.586
H 3.179 -3.931 5.037
H -1.238 -4.316 4.702
H -6.027 0.522 2.538
C -0.886 -12.547 4.233
C -1.629 -11.831 3.387
C -1.149 -10.528 2.843
O -1.846 -9.910 2.058
C 0.161 -10.037 3.288
C 0.901 -10.753 4.137
C 0.433 -12.068 4.658
O 1.146 -12.703 5.419
O 2.120 -10.309 4.562
O -2.856 -12.261 2.984
H -1.221 -13.495 4.633
H 0.491 -9.081 2.900
H 2.452 -11.003 5.164
H -3.187 -11.571 2.377
C 4.609 1.004 0.974
C 5.443 0.849 -0.058
C 5.153 1.458 -1.389
O 5.945 1.312 -2.303
C 3.905 2.213 -1.541
C 3.072 2.364 -0.511
C 3.374 1.780 0.826
O 2.595 1.956 1.751
O 1.908 3.063 -0.646
O 6.592 0.130 0.064
H 4.808 0.571 1.945
H 3.691 2.637 -2.515
H 1.474 3.035 0.232
H 7.017 0.169 -0.815
C -0.938 4.742 -0.753
C -1.701 5.310 -1.690
C -3.171 5.474 -1.500
O -3.834 6.015 -2.368
C -3.764 4.965 -0.259
C -3.001 4.394 0.676
C -1.527 4.255 0.496
O -0.857 3.744 1.379
O -3.539 3.914 1.832
O -1.167 5.765 -2.857
H 0.130 4.619 -0.878
H -4.834 5.074 -0.140
H -2.785 3.553 2.339
H -1.919 6.133 -3.363
C 5.832 -5.992 8.820
C 5.090 -5.428 7.865
C 3.621 -5.226 8.040
O 2.974 -4.690 7.154
C 3.007 -5.692 9.286
C 3.750 -6.259 10.240
C 5.221 -6.436 10.077
O 5.870 -6.941 10.976
O 3.193 -6.698 11.400
O 5.646 -5.013 6.691
H 6.898 -6.142 8.707
H 1.939 -5.556 9.393
H 3.934 -7.065 11.922
H 4.909 -4.641 6.169
C -2.410 5.694 -8.009
C -2.829 6.186 -6.840
C -2.044 7.221 -6.107
O -2.466 7.661 -5.050
C -0.777 7.667 -6.694
C -0.357 7.172 -7.861
C -1.154 6.159 -8.606
O -0.745 5.745 -9.676
O 0.822 7.574 -8.417
O -3.991 5.763 -6.271
H -2.970 4.945 -8.552
H -0.208 8.405 -6.143
H 0.900 7.073 -9.255
H -4.072 6.267 -5.437
C -8.571 2.194 1.260
C -7.724 1.992 0.249
C -7.974 2.571 -1.101
O -7.168 2.380 -1.996
C -9.199 3.352 -1.299
C -10.048 3.551 -0.289
C -9.785 2.995 1.069
O -10.573 3.213 1.972
O -11.191 4.272 -0.458
O -6.593 1.247 0.410
H -8.400 1.781 2.246
H -9.377 3.751 -2.288
H -11.629 4.273 0.415
H -6.152 1.252 -0.463
C 4.295 4.737 -9.913
C 4.936 3.656 -9.463
C 4.229 2.358 -9.266
O 4.851 1.387 -8.871
C 2.792 2.308 -9.554
C 2.149 3.390 -10.001
C 2.863 4.680 -10.225
O 2.249 5.645 -10.650
O 0.816 3.357 -10.270
O 6.264 3.694 -9.168
H 4.797 5.683 -10.063
H 2.287 1.365 -9.390
H 0.589 4.258 -10.578
H 6.489 2.792 -8.866
C 4.740 6.034 -3.684
C 4.847 7.278 -4.159
C 3.956 7.773 -5.248
O 4.067 8.920 -5.644
C 2.970 6.840 -5.805
C 2.868 5.598 -5.333
C 3.738 5.113 -4.228
O 3.598 3.975 -3.810
O 1.958 4.722 -5.845
O 5.773 8.145 -3.667
H 5.378 5.663 -2.893
H 2.340 7.204 -6.605
H 2.079 3.895 -5.337
H 5.647 8.973 -4.171
*
```


No. 2
A molecular structure, C60H47F10NP3Pb at a distorted geometry, computed with the ωB97M-V functional and the def2-TZVPD basis.

* LUMO level: -2.76 eV
* HOMO level: -10.049 eV
* strongest force on any atom: 0.027 Eh/bohr
* gap between HOMO and LUMO: 7.29 eV

Structure (ORCA input):
```
! RIJCOSX wB97M-V def2-TZVPD def2/J DEFGRID3
* xyz 1 1
Pb -0.408 0.708 -0.778
C -0.406 -3.033 0.714
N -0.091 -2.610 2.030
C 0.577 -1.352 2.226
P -0.689 -0.103 2.897
C -0.280 -0.172 4.681
C -1.345 -0.157 5.574
C -1.108 -0.153 6.937
C 0.191 -0.168 7.415
C 1.253 -0.185 6.527
C 1.022 -0.182 5.167
C 0.120 1.514 2.522
C 1.492 1.731 2.463
C 1.991 2.988 2.165
C 1.129 4.042 1.909
C -0.239 3.833 1.956
C -0.739 2.582 2.265
C -0.460 -3.384 3.144
C -1.667 -4.080 3.171
C -2.023 -4.834 4.274
C -1.187 -4.917 5.372
C 0.024 -4.249 5.341
C 0.390 -3.496 4.242
P -1.252 -1.846 -0.507
C -2.933 -1.381 0.009
C -3.402 -1.418 1.315
C -4.658 -0.909 1.604
C -5.447 -0.372 0.601
C -4.988 -0.353 -0.708
C -3.732 -0.844 -1.003
C -1.578 -3.090 -1.800
C -2.777 -3.798 -1.798
C -2.989 -4.799 -2.727
C -2.009 -5.106 -3.658
C -0.821 -4.394 -3.672
C -0.602 -3.390 -2.745
H -1.028 -3.933 0.754
H 0.513 -3.296 0.153
H 0.952 -1.001 1.260
H 1.427 -1.466 2.904
H -2.359 -0.143 5.196
H -1.937 -0.136 7.629
H 0.378 -0.173 8.478
H 2.267 -0.196 6.895
H 1.867 -0.179 4.496
H 2.178 0.918 2.653
H 3.060 3.156 2.150
H 1.521 5.022 1.683
H -0.914 4.646 1.744
H -1.809 2.429 2.320
H -2.349 -4.024 2.335
H -2.969 -5.352 4.270
H -1.475 -5.494 6.238
H 0.702 -4.317 6.176
H 1.350 -3.007 4.245
H -2.797 -1.840 2.101
H -5.016 -0.930 2.622
H -6.425 0.019 0.836
H -5.609 0.052 -1.492
H -3.370 -0.840 -2.024
H -3.545 -3.569 -1.073
H -3.918 -5.348 -2.720
H -2.167 -5.908 -4.363
H -0.063 -4.629 -4.405
H 0.327 -2.838 -2.751
F -3.365 6.121 -1.304
C -2.794 4.981 -1.735
C -3.515 3.800 -1.683
C -2.916 2.638 -2.125
C -1.607 2.642 -2.615
C -0.936 1.375 -3.004
C -0.912 3.851 -2.654
C -1.501 5.026 -2.228
H -4.519 3.805 -1.289
H -3.476 1.714 -2.129
H -0.096 1.589 -3.660
H -1.622 0.713 -3.522
H 0.091 3.868 -3.056
H -0.976 5.967 -2.272
F 6.324 5.423 -2.220
C 5.001 5.468 -2.403
F 4.533 6.479 -1.663
F 4.795 5.800 -3.688
C 4.330 4.157 -2.075
C 5.013 2.967 -2.294
C 4.379 1.765 -2.046
C 3.065 1.750 -1.585
C 2.392 2.946 -1.366
C 3.022 4.153 -1.613
P 2.231 0.166 -1.214
C 3.327 -0.525 0.082
C 4.074 0.328 0.887
C 4.872 -0.183 1.895
C 4.912 -1.554 2.105
C 4.147 -2.416 1.329
C 3.353 -1.898 0.322
C 5.744 -2.103 3.236
F 5.000 -2.212 4.355
F 6.228 -3.320 2.976
F 6.781 -1.318 3.539
C 2.589 -0.860 -2.689
C 1.608 -0.918 -3.675
C 1.794 -1.683 -4.811
C 2.964 -2.413 -4.948
C 3.957 -2.357 -3.977
C 3.772 -1.576 -2.851
C 3.155 -3.331 -6.126
F 4.283 -3.071 -6.794
F 2.149 -3.268 -7.004
F 3.226 -4.611 -5.719
H 6.032 2.988 -2.648
H 4.909 0.840 -2.212
H 1.374 2.938 -1.001
H 2.505 5.085 -1.445
H 4.033 1.395 0.731
H 5.467 0.476 2.508
H 4.184 -3.481 1.508
H 2.756 -2.564 -0.285
H 0.683 -0.380 -3.543
H 1.028 -1.725 -5.570
H 4.865 -2.926 -4.101
H 4.541 -1.549 -2.093
*
```


No. 3
A molecular structure, C60H47F3NO3P3S5SiSr at a distorted geometry, computed with the ωB97M-V functional and the def2-TZVPD basis.

* LUMO level: 3.76 eV
* HOMO level: -1.150 eV
* strongest force on any atom: 0.167 Eh/bohr
* gap between HOMO and LUMO: 4.91 eV

Structure (ORCA input):
```
! RIJCOSX wB97M-V def2-TZVPD def2/J DEFGRID3
* xyz -2 1
Sr 0.776 1.273 2.560
C 0.977 7.895 -1.536
C 0.328 7.760 -0.318
C -0.256 6.549 0.036
C -0.213 5.459 -0.834
C 0.484 5.595 -2.037
C 1.066 6.802 -2.389
P -0.849 3.813 -0.326
C -2.569 4.200 0.262
C -3.268 3.114 0.795
C -4.614 3.216 1.113
C -5.286 4.417 0.933
C -4.597 5.511 0.430
C -3.255 5.401 0.089
C -1.440 3.146 -1.958
C -2.148 3.956 -2.858
C -2.730 3.429 -3.993
C -2.602 2.066 -4.239
C -1.880 1.274 -3.365
C -1.274 1.777 -2.199
Si -0.128 0.606 -1.036
C 1.188 0.284 -2.466
C 1.427 1.322 -3.386
C 2.362 1.237 -4.399
C 3.110 0.079 -4.558
C 2.929 -0.958 -3.664
C 2.008 -0.862 -2.611
P 1.903 -2.245 -1.406
C 1.283 -3.654 -2.445
C 0.880 -4.793 -1.741
C 0.384 -5.913 -2.393
C 0.264 -5.910 -3.776
C 0.633 -4.776 -4.487
C 1.134 -3.660 -3.830
C 3.694 -2.734 -1.312
C 4.661 -1.730 -1.187
C 5.990 -2.048 -0.963
C 6.388 -3.375 -0.846
C 5.437 -4.378 -0.948
C 4.103 -4.058 -1.174
C -1.305 -0.956 -1.307
C -1.260 -1.737 -2.471
C -2.214 -2.695 -2.777
C -3.297 -2.870 -1.931
C -3.350 -2.156 -0.744
C -2.339 -1.257 -0.398
P -2.264 -0.528 1.295
C -3.890 -1.028 2.058
C -4.705 0.010 2.505
C -5.897 -0.244 3.174
C -6.292 -1.551 3.407
C -5.483 -2.599 2.981
C -4.293 -2.341 2.321
C -1.390 -1.960 2.100
C -0.915 -3.066 1.393
C -0.452 -4.188 2.069
C -0.446 -4.218 3.455
C -0.903 -3.121 4.170
C -1.367 -2.001 3.493
H 1.436 8.839 -1.809
H 0.293 8.595 0.372
H -0.718 6.426 1.009
H 0.577 4.737 -2.692
H 1.606 6.885 -3.326
H -2.730 2.182 0.941
H -5.155 2.356 1.492
H -6.338 4.498 1.182
H -5.111 6.456 0.288
H -2.744 6.261 -0.321
H -2.238 5.019 -2.665
H -3.284 4.068 -4.673
H -3.067 1.625 -5.116
H -1.784 0.227 -3.603
H 0.844 2.231 -3.300
H 2.505 2.071 -5.077
H 3.836 -0.007 -5.359
H 3.536 -1.849 -3.766
H 0.943 -4.782 -0.657
H 0.085 -6.785 -1.823
H -0.129 -6.778 -4.292
H 0.528 -4.760 -5.566
H 1.394 -2.779 -4.404
H 4.360 -0.691 -1.241
H 6.717 -1.251 -0.856
H 7.427 -3.621 -0.662
H 5.730 -5.417 -0.843
H 3.379 -4.860 -1.247
H -0.451 -1.573 -3.172
H -2.132 -3.274 -3.691
H -4.092 -3.563 -2.182
H -4.195 -2.306 -0.089
H -4.383 1.032 2.340
H -6.508 0.579 3.526
H -7.221 -1.757 3.926
H -5.775 -3.624 3.177
H -3.663 -3.166 2.012
H -0.912 -3.043 0.311
H -0.103 -5.050 1.511
H -0.080 -5.094 3.980
H -0.871 -3.119 5.250
H -1.744 -1.156 4.060
S 3.194 2.652 1.106
S 2.556 4.549 0.697
S 1.688 5.313 2.408
S -0.193 4.513 2.618
F 3.375 0.496 5.896
C 2.440 1.323 5.403
F 2.999 2.025 4.414
F 2.107 2.175 6.375
S 0.973 0.276 4.928
O -0.082 1.221 4.615
O 0.773 -0.511 6.105
O 1.459 -0.421 3.751
C 4.633 -2.038 3.906
C 3.623 -2.785 3.323
C 2.991 -2.269 2.201
N 3.302 -1.098 1.653
C 4.286 -0.391 2.215
C 4.978 -0.821 3.337
H 5.131 -2.385 4.803
H 3.308 -3.734 3.737
H 2.183 -2.813 1.720
H 4.510 0.567 1.752
H 5.761 -0.207 3.762
*
```